Molecular formula: C71H54N3O2P3RuS3Si
Method: DFT, ωB97M-V with the def2-TZVPD basis set

The geometry in XYZ format:
```
138
C71H54N3O2P3RuS3Si | the Open Molecules 2025 dataset | ωB97M-V with the def2-TZVPD basis set
Ru 0.28100 -0.12105 0.14798
C 2.22924 5.49252 0.48377
C 2.31242 5.34757 -0.89693
C 1.90255 4.17314 -1.50312
C 1.40200 3.12821 -0.72391
C 1.32105 3.28071 0.65300
C 1.73675 4.45792 1.26057
P 0.86102 1.56244 -1.51217
C -0.41646 2.14620 -2.65093
C -0.87090 1.41656 -3.77290
C -2.11083 1.75815 -4.35663
C -2.93069 2.68023 -3.79287
C -2.54947 3.42086 -2.56317
C -1.12465 3.22661 -2.20292
C 2.38682 1.19980 -2.40328
C 2.66915 1.58242 -3.70699
C 3.96746 1.44473 -4.17975
C 4.96512 0.97345 -3.33682
C 4.66548 0.57778 -2.03890
C 3.36112 0.66438 -1.56330
Si 2.68466 0.02064 0.08787
C 3.48096 -1.67699 0.27604
C 4.86289 -1.79036 0.45098
C 5.48493 -3.02491 0.37813
C 4.73772 -4.15298 0.06468
C 3.36551 -4.05447 -0.08912
C 2.72465 -2.82141 0.07211
P 0.89769 -2.68354 0.05886
C 0.43312 -3.48587 1.63470
C 1.06177 -4.64129 2.09728
C 0.58025 -5.28819 3.22201
C -0.52733 -4.79426 3.89777
C -1.13665 -3.63132 3.46219
C -0.65082 -2.97962 2.34098
C 0.56672 -4.00702 -1.16321
C 1.11005 -3.86271 -2.44194
C 0.77297 -4.75380 -3.44702
C -0.09767 -5.80282 -3.18154
C -0.60264 -5.97436 -1.90190
C -0.27857 -5.07752 -0.89238
C 3.28519 1.05975 1.54329
C 4.50884 1.72475 1.57945
C 4.96338 2.29545 2.75840
C 4.21187 2.17215 3.92064
C 2.98877 1.52085 3.89530
C 2.50933 0.99972 2.69480
P 0.92045 0.10385 2.58044
C -0.35344 1.15156 3.35882
C -0.11935 2.41357 3.89745
C -1.17617 3.16343 4.39737
C -2.46960 2.66549 4.36049
C -2.71116 1.40705 3.82589
C -1.66224 0.66071 3.31686
C 1.31575 -1.11134 3.89009
C 0.56754 -1.22892 5.05492
C 0.96716 -2.11610 6.04425
C 2.10683 -2.88516 5.87693
C 2.86405 -2.75919 4.71883
C 2.46957 -1.87918 3.72705
H 2.54745 6.41872 0.94429
H 2.69876 6.16020 -1.49825
H 1.96023 4.06325 -2.57932
H 0.92166 2.47137 1.24489
H 1.67087 4.56135 2.33661
H -0.25603 0.64937 -4.21489
H -2.41974 1.25188 -5.26271
H -3.90490 2.88987 -4.21777
H -2.80072 4.47819 -2.64286
H -0.71059 3.88725 -1.45869
H 1.89004 1.97545 -4.34978
H 4.20917 1.71396 -5.19939
H 5.98217 0.90246 -3.70042
H 5.45247 0.19718 -1.39903
H 5.45165 -0.90114 0.65106
H 6.55290 -3.10659 0.53525
H 5.22635 -5.11055 -0.06081
H 2.79237 -4.92892 -0.36734
H 1.92143 -5.04643 1.58618
H 1.06201 -6.19637 3.56140
H -0.91635 -5.32540 4.75681
H -2.01203 -3.25042 3.97295
H -1.14728 -2.09323 1.96534
H 1.78259 -3.03773 -2.64467
H 1.18024 -4.62170 -4.44132
H -0.37899 -6.48696 -3.97177
H -1.26625 -6.80169 -1.68469
H -0.70552 -5.19995 0.09236
H 5.10677 1.79000 0.67651
H 5.91281 2.81484 2.77713
H 4.58290 2.58084 4.85160
H 2.42126 1.40129 4.81075
H 0.88014 2.82597 3.90902
H -0.98512 4.14355 4.81506
H -3.28979 3.25800 4.74372
H -3.71778 1.01158 3.78879
H -1.86469 -0.30031 2.86201
H -0.31908 -0.62574 5.19962
H 0.38740 -2.19908 6.95450
H 2.40835 -3.57955 6.65029
H 3.76940 -3.33880 4.59130
H 3.06077 -1.77642 2.82568
S -5.09203 3.47645 -1.23878
C -3.32042 2.85635 -1.24431
C -2.60572 3.25477 0.00164
C -1.80995 2.38966 0.66208
N -1.66608 1.05948 0.34069
C -2.64734 0.58618 -0.51142
C -3.43011 1.37336 -1.27580
C -5.03256 5.09040 -1.97553
C -4.28232 6.14387 -1.46324
C -4.35567 7.37503 -2.09846
N -5.11301 7.60468 -3.16647
C -5.82923 6.59622 -3.64990
C -5.82336 5.32303 -3.09447
H -2.68617 4.27618 0.34729
H -1.25138 2.74269 1.52093
H -2.78753 -0.47958 -0.51676
H -4.14952 0.92636 -1.94948
H -3.66368 6.02462 -0.58482
H -3.78894 8.22257 -1.72899
H -6.43049 6.81347 -4.52556
H -6.42457 4.52767 -3.51381
O -4.34039 -2.37340 0.27736
S -3.34502 -3.30853 -0.16696
O -3.13332 -4.47671 0.63278
N -1.93915 -2.41685 -0.42752
C -1.75513 -2.24898 -1.71226
S -0.62297 -1.16918 -2.35636
C -2.63196 -3.04461 -2.59884
C -2.56581 -3.19406 -3.97424
C -3.44852 -4.07805 -4.58039
C -4.38122 -4.79096 -3.83396
C -4.46179 -4.62294 -2.45549
C -3.57876 -3.74306 -1.87200
H -1.82776 -2.65105 -4.55015
H -3.40163 -4.22273 -5.65181
H -5.04581 -5.48756 -4.32680
H -5.18309 -5.16257 -1.85605
```

## Properties
total energy = -5655.5224 a.u.
2S+1 = 2
energy above the lowest of the compared OMol25 structures with the same formula, charge and spin = 0.0 kcal/mol
LUMO energy (alpha / beta) = -4.44 / -4.46 eV
gap between HOMO and LUMO (alpha / beta) = 4.6 / 5.0 eV
E_HOMO (alpha / beta) = -8.997 / -9.456 eV
total charge = +1



Molecular formula: C72H150N7O16S3
Method: DFT, ωB97M-V with the def2-TZVPD basis set

The geometry in XYZ format:
```
248
C72H150N7O16S3 | the Open Molecules 2025 dataset | ωB97M-V with the def2-TZVPD basis set
C -7.31846 6.53740 1.01816
C -6.19136 5.44952 0.86423
C -5.29159 5.65936 2.15343
C -4.36032 4.48739 2.44249
C -5.23438 3.22248 2.39635
C -6.07600 2.95999 1.10727
N -6.84131 4.12339 0.68745
O -7.65580 3.97058 -0.56703
C -5.04660 2.39520 0.07884
C -7.00082 1.79814 1.47392
C -5.30597 5.87042 -0.36692
H -7.80931 6.77314 0.07391
H -6.91665 7.39479 1.55810
H -8.12764 6.14387 1.63334
H -4.60106 6.49936 2.07815
H -5.89837 5.90338 3.02542
H -3.88804 4.55870 3.42226
H -3.56417 4.51255 1.69844
H -5.84057 3.17541 3.30101
H -4.51815 2.41962 2.57108
H -5.47780 2.18572 -0.90008
H -4.18013 3.02047 -0.13653
H -4.59410 1.46131 0.41228
H -7.45538 1.90667 2.45865
H -7.82617 1.66133 0.77522
H -6.43659 0.86716 1.41899
H -4.35283 5.34176 -0.35497
H -5.03129 6.92522 -0.36176
H -5.80737 5.66279 -1.31223
C 2.88052 -5.94220 2.75040
C 1.44977 -5.40187 2.49201
C 1.54426 -4.62478 1.12374
C 0.21558 -4.24009 0.59880
C -0.69445 -5.47273 0.53060
C -0.85797 -6.32031 1.85341
N 0.47770 -6.51199 2.47691
O 0.53411 -7.43277 3.68185
C -1.87310 -5.70956 2.79609
C -1.62825 -7.67794 1.38691
C 1.21514 -4.33340 3.55597
H 3.08469 -6.53136 3.64444
H 3.61741 -5.14328 2.83303
H 3.19845 -6.53571 1.89321
H 2.12091 -3.71722 1.30240
H 2.13942 -5.19901 0.41372
H 0.33633 -3.67243 -0.32385
H -0.24446 -3.52145 1.27704
H -0.32581 -6.15261 -0.23749
H -1.68323 -5.08257 0.28937
H -1.79305 -6.12676 3.79989
H -1.68765 -4.64192 2.91371
H -2.88837 -5.94456 2.47654
H -2.19762 -8.04334 2.24154
H -2.41363 -7.55036 0.64192
H -0.92583 -8.42023 1.00780
H 1.85390 -3.45720 3.44485
H 1.35243 -4.82027 4.52149
H 0.16780 -4.03687 3.49910
C 0.21070 -1.98594 -6.54847
C -0.74819 -2.66481 -5.55173
C -1.72680 -3.44299 -6.43192
C -2.53039 -4.40526 -5.65676
C -1.56171 -5.31513 -4.91827
C -0.79976 -4.54470 -3.84077
N -0.01547 -3.57932 -4.61612
O 0.94714 -2.88844 -3.81834
C -1.80017 -4.08181 -2.70334
C 0.08833 -5.67078 -3.14424
C -1.53467 -1.45835 -4.87027
H -0.25457 -1.76190 -7.50839
H 0.94908 -2.73656 -6.83037
H 0.65022 -1.02475 -6.28193
H -2.41698 -2.66732 -6.76371
H -1.32750 -4.01447 -7.26981
H -3.10190 -4.99611 -6.37256
H -3.18880 -3.82166 -5.01333
H -0.81966 -5.76429 -5.57836
H -1.91837 -6.23249 -4.44992
H -1.22479 -3.55467 -1.94232
H -2.58495 -3.38947 -3.00812
H -2.26803 -4.94092 -2.22257
H 0.56202 -6.35540 -3.84780
H 0.81961 -5.21354 -2.47771
H -0.57209 -6.35790 -2.61526
H -1.90708 -0.76881 -5.62785
H -0.91803 -0.78412 -4.27591
H -2.39432 -1.74365 -4.26388
C 5.44369 -2.19623 4.27255
C 6.30706 -1.07254 3.62401
C 7.57092 -0.82310 4.49363
C 8.81330 -1.59681 4.12745
C 9.07561 -1.52412 2.62984
C 7.85531 -2.04544 1.78147
N 6.59995 -1.37992 2.16802
O 5.41667 -1.71120 1.34020
C 8.31179 -1.76408 0.31958
C 7.93670 -3.62134 1.86345
C 5.57199 0.25300 3.72708
H 4.51791 -2.20899 3.69734
H 5.18805 -2.06803 5.32437
H 5.81476 -3.20053 4.06812
H 7.78113 0.24033 4.60773
H 7.43777 -1.17139 5.51787
H 8.74036 -2.64348 4.42285
H 9.73935 -1.30476 4.62265
H 9.93420 -2.11747 2.31542
H 9.35004 -0.53609 2.26028
H 7.55487 -2.09425 -0.39187
H 8.37078 -0.71561 0.02747
H 9.23673 -2.23988 -0.00632
H 8.00130 -4.03889 2.86823
H 7.06658 -4.09409 1.40794
H 8.82916 -3.95889 1.33649
H 5.57342 0.67016 4.73409
H 4.55584 0.11315 3.35832
H 6.00670 1.05293 3.12771
C 3.41564 1.12204 -4.69397
C 4.61489 1.78180 -4.11005
C 4.36075 3.31235 -4.42015
C 5.22229 4.26403 -3.60387
C 5.04067 3.98205 -2.12342
C 5.28757 2.46363 -1.76498
N 4.54774 1.53098 -2.62561
O 4.68208 0.11959 -2.22517
C 6.80370 2.20839 -1.63002
C 4.75048 2.29588 -0.30879
C 5.84923 1.32929 -4.92410
H 3.47323 0.03529 -4.63279
H 3.12742 1.50255 -5.67389
H 2.60278 1.40656 -4.02583
H 4.61818 3.49678 -5.46313
H 3.31030 3.56090 -4.26893
H 4.86699 5.27822 -3.78631
H 6.30185 4.18004 -3.72868
H 4.08056 4.35349 -1.76519
H 5.80619 4.59575 -1.64862
H 7.28087 2.97922 -1.02485
H 7.09712 1.20637 -1.31701
H 7.37885 2.26818 -2.55399
H 3.68000 2.50122 -0.30518
H 4.93722 1.29656 0.08439
H 5.18245 2.96968 0.43114
H 6.75948 1.86828 -4.66137
H 5.70013 1.64061 -5.95800
H 6.07668 0.26423 -4.87926
C -4.23512 0.49932 8.31660
C -4.59725 -0.41775 7.04993
C -5.19794 0.62204 6.00827
C -5.28319 0.15838 4.63754
C -4.00541 -0.47535 4.22714
C -3.59585 -1.66853 5.08034
N -3.40635 -1.11195 6.47035
O -2.50650 -1.77388 7.35654
C -4.45097 -2.91678 4.95136
C -2.23125 -2.06709 4.43797
C -5.71834 -1.47107 7.53149
H -3.56689 1.32310 8.06567
H -3.69590 -0.08727 9.06040
H -5.18247 0.74001 8.79898
H -6.25023 0.78515 6.24104
H -4.74738 1.59885 6.18418
H -5.46217 1.05877 4.04987
H -6.10159 -0.54969 4.50729
H -3.38315 0.41159 4.10778
H -4.16237 -0.89391 3.23302
H -4.12939 -3.73404 4.30578
H -4.56108 -3.41718 5.91343
H -5.44928 -2.63291 4.61837
H -2.40748 -2.49993 3.45325
H -1.64003 -1.15176 4.41077
H -1.53557 -2.74215 4.93639
H -6.55435 -0.91340 7.95364
H -5.26115 -2.22422 8.17323
H -6.14696 -1.94012 6.64584
C -0.41349 0.54969 2.38957
C 0.84197 0.94530 1.52899
C 1.39990 -0.32776 0.82561
C 0.70802 -0.78726 -0.44242
C 0.68172 0.42354 -1.41714
C -0.02497 1.68946 -0.80649
N 0.48885 2.05929 0.57092
O 0.09077 3.36179 1.06968
C 0.36992 2.79002 -1.79935
C -1.54835 1.48722 -0.99666
C 1.87394 1.41318 2.57120
H -0.90335 1.46299 2.72724
H -0.10868 -0.20738 3.11209
H -1.16903 0.20089 1.68558
H 2.48970 -0.32398 0.80547
H 1.30362 -1.14962 1.53510
H -0.31555 -1.09954 -0.23535
H 1.36832 -1.52527 -0.89788
H 0.15349 0.09614 -2.31261
H 1.68279 0.65337 -1.78202
H -0.16815 3.71890 -1.61025
H 1.41514 3.09826 -1.82417
H 0.03667 2.57730 -2.81512
H -2.07471 2.40030 -0.71860
H -1.87839 1.30236 -2.01892
H -2.00388 0.67728 -0.42692
H 2.12685 0.56724 3.21034
H 1.47139 2.16457 3.25051
H 2.80741 1.69018 2.08129
O 2.74345 4.62163 -6.84646
S 1.44674 5.29221 -6.85132
O 1.35085 6.61171 -7.48588
O 0.33065 4.27869 -7.47796
C 0.39437 2.90256 -7.19831
C -1.02254 2.32179 -7.05698
C 0.87271 5.26429 -5.15160
H 1.07373 2.58537 -6.40713
H 0.87646 2.39694 -8.03499
H -1.37318 2.68712 -6.09174
H -1.05858 1.23742 -7.16159
H -1.68436 2.88333 -7.71634
H -0.12930 5.69227 -5.12137
H 1.51203 5.98470 -4.64132
H 0.90551 4.26830 -4.70999
O -0.56953 9.47695 -1.68917
S -0.14063 8.04645 -1.90640
O 0.19890 7.54874 -3.25291
O 1.12431 7.76147 -0.80180
C 1.75379 6.48369 -0.94208
C 2.84865 6.18866 0.05947
C -1.35119 6.86525 -1.12979
H 2.18525 6.34581 -1.93351
H 1.08140 5.63531 -0.81464
H 2.49966 6.33037 1.08232
H 3.77150 6.74345 -0.10979
H 3.13126 5.13597 0.05095
H -1.11268 6.82713 -0.06688
H -1.11661 5.99391 -1.74122
H -2.35752 7.19417 -1.38901
O -2.72494 -2.96492 0.54195
S -4.18382 -3.05493 0.37118
O -4.95810 -2.12233 1.21701
O -4.50579 -2.82063 -1.19012
C -4.28323 -1.52055 -1.71056
C -5.11624 -1.44991 -3.02599
C -4.95178 -4.81831 0.57543
H -3.26009 -1.46478 -2.08228
H -4.59494 -0.71488 -1.04585
H -6.16331 -1.37068 -2.73361
H -4.94325 -2.25607 -3.73893
H -5.00342 -0.52086 -3.58477
H -5.87145 -4.90973 -0.00245
H -5.13481 -5.07638 1.61850
H -4.12318 -5.42953 0.21773
```

## Properties
total energy = -5614.2059 a.u.
2S+1 = 8
LUMO energy (alpha / beta) = -0.01 / -0.83 eV
gap between HOMO and LUMO (alpha / beta) = 8.7 / 8.8 eV
E_HOMO (alpha / beta) = -8.677 / -9.600 eV



Question: 2S+1 of number 2 (C72H150N7O16S3)?
Answer: 8